The following is a quantum chemistry calculation of a structure of composition C5H14BBeCl10 at a distorted geometry, from the Open Molecules 2025 dataset.

2S+1: 1
Charge: +1
Energy: -131701.1964 eV
HOMO energy: -13.11 eV
Energy relative to the best compared isomer or geometry (same formula, charge and spin): 0.0 kJ/mol
HOMO-LUMO gap: 4.652 eV

CARTESIAN COORDINATES (ANGSTROEM)
1 Be -1.58859 1.51992 1.21963
2 B -0.47912 -0.47650 0.57202
3 H -0.34363 -0.41384 1.69957
4 H 0.07342 -1.34384 0.11309
5 H -1.59919 -0.56390 0.36116
6 H -0.17786 0.52890 0.12634
7 C 1.36267 3.14209 3.18171
8 Cl 1.18074 2.14495 1.72634
9 Cl 0.13326 2.76400 4.34960
10 H 2.31242 2.86937 3.63738
11 H 1.36928 4.16781 2.82328
12 C 3.02702 -1.47761 0.35123
13 Cl 4.47177 -0.42217 0.71742
14 Cl 3.49588 -3.16492 0.06479
15 H 2.28303 -1.39577 1.13842
16 H 2.55477 -1.17548 -0.58012
17 C 1.22370 2.84220 -2.29229
18 Cl 2.26428 1.40404 -2.21147
19 Cl -0.43426 2.52118 -1.67399
20 H 1.73884 3.63806 -1.75933
21 H 1.16849 3.18905 -3.32159
22 C -2.33869 -3.63452 0.48362
23 Cl -3.78651 -2.68279 0.10907
24 Cl -2.49979 -4.10752 2.17630
25 H -2.29635 -4.52497 -0.13770
26 H -1.48660 -2.98466 0.30665
27 C -2.27543 -0.61914 -2.58083
28 Cl -1.69585 -0.06281 -4.14974
29 Cl -3.18203 0.70395 -1.73892
30 H -3.00257 -1.40471 -2.76821
31 H -1.47310 -0.98039 -1.94343